The following is a DFT calculation (ωB97M-V with the def2-TZVPD basis set) of 10 unconnected molecules or ions with the total composition C34H68F12O26S6 in a non-equilibrium geometry.

The geometry in ORCA input format:
```
! wB97M-V def2-TZVPD RIJCOSX def2/J DEFGRID3
* xyz 0 1
C 5.172 -4.387 -2.221
C 3.983 -4.734 -1.364
O 3.130 -5.531 -2.230
C 1.972 -5.131 -2.700
O 1.379 -4.158 -2.388
C 1.400 -6.089 -3.775
F 2.216 -7.108 -4.133
F 0.250 -6.645 -3.292
F 1.093 -5.399 -4.890
H 5.848 -3.869 -1.548
H 4.997 -3.611 -3.011
H 5.748 -5.193 -2.712
H 3.437 -3.827 -1.065
H 4.180 -5.506 -0.587
C -1.861 -1.624 -6.004
C -1.239 -1.735 -4.553
O -1.478 -3.074 -4.017
C -2.178 -3.272 -2.887
O -2.536 -2.490 -2.056
C -2.710 -4.685 -2.805
F -2.298 -5.538 -3.707
F -2.401 -5.144 -1.629
F -4.023 -4.690 -2.947
H -1.701 -0.584 -6.307
H -2.946 -1.677 -6.023
H -1.520 -2.340 -6.750
H -1.636 -0.883 -4.003
H -0.159 -1.629 -4.671
C 2.554 -4.016 4.508
C 1.334 -3.287 4.028
O 0.600 -2.831 5.181
C -0.624 -2.340 4.964
O -1.131 -2.077 3.943
C -1.284 -2.239 6.345
F -0.359 -2.306 7.311
F -2.022 -1.195 6.561
F -2.090 -3.327 6.482
H 3.058 -4.667 3.785
H 2.224 -4.730 5.282
H 3.264 -3.344 4.921
H 0.735 -3.912 3.374
H 1.640 -2.446 3.431
C -2.895 2.542 -3.686
C -3.729 3.804 -3.576
O -2.791 4.866 -3.821
C -2.847 5.841 -2.921
O -3.653 6.014 -2.057
C -1.632 6.746 -3.182
F -0.479 6.037 -3.237
F -1.767 7.296 -4.441
F -1.495 7.784 -2.396
H -3.293 1.612 -3.252
H -1.922 2.699 -3.185
H -2.619 2.199 -4.693
H -4.212 3.944 -2.608
H -4.456 3.926 -4.344
C -6.971 1.928 -0.914
C -5.585 1.393 -0.619
O -4.612 2.322 -1.099
S -3.369 2.665 -0.182
C -4.259 3.739 0.987
O -2.839 1.561 0.637
O -2.412 3.390 -0.991
H -7.701 1.121 -0.699
H -7.023 2.185 -1.954
H -7.079 2.706 -0.122
H -5.390 1.223 0.430
H -5.409 0.456 -1.166
H -4.795 4.457 0.394
H -3.541 4.177 1.642
H -4.960 3.021 1.546
C 5.165 -0.442 2.429
C 4.452 0.641 1.622
O 4.949 1.969 1.872
S 5.543 2.924 0.838
C 4.043 3.800 0.392
O 6.382 3.801 1.560
O 6.016 2.146 -0.281
H 4.932 -1.355 1.870
H 4.904 -0.517 3.466
H 6.277 -0.117 2.329
H 4.658 0.478 0.566
H 3.381 0.554 1.714
H 4.196 4.201 -0.662
H 3.780 4.590 1.056
H 3.192 3.138 0.302
C -4.369 -2.863 0.561
C -3.821 -1.941 1.679
O -4.740 -0.813 1.638
S -5.185 -0.313 3.034
C -3.635 0.253 3.698
O -6.033 0.817 2.786
O -5.644 -1.357 3.863
H -3.972 -3.885 0.611
H -4.200 -2.623 -0.501
H -5.466 -3.025 0.746
H -3.953 -2.463 2.617
H -2.734 -1.570 1.640
H -3.907 0.682 4.648
H -3.158 1.006 3.049
H -3.145 -0.678 3.944
C 4.828 0.226 -3.664
C 3.371 0.177 -3.836
O 2.896 1.566 -4.219
S 1.372 1.864 -3.780
C 1.346 3.566 -4.389
O 0.461 0.966 -4.476
O 1.339 1.922 -2.349
H 5.287 -0.758 -3.634
H 5.051 0.851 -2.826
H 5.268 0.663 -4.589
H 2.993 -0.424 -4.642
H 2.873 -0.077 -2.905
H 1.518 3.555 -5.446
H 2.195 3.989 -3.805
H 0.398 4.021 -4.155
C 3.149 -0.544 6.245
C 2.209 0.600 6.540
O 1.261 0.735 5.361
S 0.711 2.135 4.902
C 2.101 2.745 3.903
O -0.444 1.856 4.146
O 0.696 3.019 5.989
H 3.624 -0.780 7.232
H 4.052 -0.299 5.541
H 2.637 -1.361 5.721
H 1.543 0.504 7.388
H 2.754 1.547 6.740
H 2.908 2.766 4.542
H 1.978 3.740 3.535
H 2.170 2.171 3.008
C 0.381 2.436 0.712
C 0.219 0.939 0.570
O 1.500 0.418 0.099
S 1.530 -1.121 -0.204
C 0.322 -1.254 -1.451
O 2.830 -1.366 -0.726
O 1.001 -1.843 0.899
H 0.455 3.025 -0.210
H 1.381 2.441 1.104
H -0.338 2.872 1.360
H 0.107 0.571 1.558
H -0.552 0.568 -0.049
H -0.716 -1.183 -1.102
H 0.592 -2.314 -1.797
H 0.556 -0.547 -2.266
*
```

Its energy above the lowest of the compared OMol25 structures with the same formula, charge and spin is 55.0 kcal per mole. The SMILES is CCOC(=O)C(F)(F)F.CCOC(=O)C(F)(F)F.CCOC(=O)C(F)(F)F.CCOC(=O)C(F)(F)F.CCOS(C)(=O)=O.CCOS(C)(=O)=O.CCOS(C)(=O)=O.CCOS(C)(=O)=O.CCOS(C)(=O)=O.CCOS(C)(=O)=O. For the total energy, the calculation gives -187213.750 eV. Its orbital gap is 11.24 eV. Its highest occupied orbital energy is -0.4038 hartree.

Atom charges from the Mulliken analysis, given in e for atoms 1 to 4:
1 C -1.140
2 C 0.406
3 O -0.336
4 C 0.389